Entry 1:
51
Properties=species:S:1:pos:R:3:forces:R:3:mulliken_spin:R:1 method="wB97M-V/def2-TZVPD" relative_energy_kj_mol=0.00 e_tot_ev=-209425.688 e_lumo_ha="-0.44907 / -0.51860" gap_ha="0.28006 / 0.21044" s2=0.769 spin_multiplicity=2 max_force_ev_per_a=4.85 total_charge=+3
W 0.0687 -0.2533 -1.6678 -0.77 -1.37 -2.55 -0.01
C -2.7108 1.8244 0.4379 -0.31 -0.28 -0.48 0.00
As -0.9061 1.1555 0.3495 0.01 0.86 1.48 0.02
C 0.0044 2.7808 0.8752 0.33 0.14 -0.40 0.00
C -0.6491 0.1796 2.0216 0.17 -0.18 -0.23 0.13
C -1.3655 0.4373 3.1575 0.08 -0.23 0.31 0.32
C -0.9811 -0.1926 4.4106 -0.21 0.20 -0.31 0.23
C 0.1196 -1.0632 4.4781 0.04 -0.13 0.10 0.10
C 0.8173 -1.3402 3.3410 -0.16 0.20 -0.54 0.03
C 0.4235 -0.7311 2.0813 -0.03 -0.14 0.30 0.11
As 1.3745 -1.1731 0.4195 0.72 -0.11 1.45 0.03
C 1.5590 -3.0885 0.6039 -0.28 -0.17 -0.44 0.02
C 3.1674 -0.6356 0.8969 0.16 0.33 -0.30 0.03
H -2.7494 2.5335 1.2608 0.08 -0.02 0.08 0.00
H -3.4417 1.0322 0.5635 0.02 -0.02 0.00 0.00
H -2.9175 2.3597 -0.4876 0.01 0.00 -0.02 0.00
H -0.6081 3.2745 1.6260 -0.09 -0.08 0.04 0.00
H 0.0894 3.4257 0.0016 0.00 0.04 0.01 0.00
H 0.9961 2.5754 1.2624 0.00 -0.02 0.03 0.00
H -2.2222 1.0997 3.1455 -0.01 0.02 0.13 0.01
H -1.5590 0.0234 5.3027 0.00 0.02 0.00 -0.01
H 0.3968 -1.5259 5.4166 -0.04 0.06 0.04 0.01
H 1.6515 -2.0288 3.3708 0.03 0.01 0.00 0.00
H 2.1715 -3.2756 1.4817 -0.01 0.05 0.08 0.00
H 2.0818 -3.4618 -0.2750 0.02 0.01 -0.01 0.00
H 0.5943 -3.5832 0.6948 0.00 0.00 0.02 0.00
H 3.5195 -1.2942 1.6875 -0.06 -0.08 0.02 0.00
H 3.1944 0.4014 1.2133 -0.01 0.01 0.01 0.00
H 3.7960 -0.7626 0.0155 0.02 0.00 -0.01 0.00
F 0.1607 1.4977 -2.2619 0.16 0.13 0.13 0.00
C 0.1465 -0.4342 -4.0602 1.68 4.53 -0.45 0.00
F 1.2172 -0.3303 -4.7442 -0.21 -1.76 0.33 0.00
F -0.6467 0.4350 -4.5984 -0.73 -1.28 0.09 0.00
S -0.9521 -2.6612 -1.8096 -0.47 0.03 -0.38 0.00
O -1.1958 -1.5838 -0.6672 0.24 -0.49 0.42 0.00
O 0.5325 -2.2958 -2.0078 -0.30 -0.38 -0.02 0.00
N -1.5235 -1.7362 -3.0789 -0.27 -0.32 0.36 0.00
S -2.7212 -0.6695 -2.8973 -0.35 -0.23 1.22 0.00
O -3.4043 -0.1962 -4.0331 0.50 -0.21 -0.11 0.00
O -2.0114 0.3544 -2.0295 -0.28 0.15 -0.67 0.00
C -4.0064 -1.5016 -1.7536 -0.02 0.09 0.05 0.00
F -5.1812 -1.3618 -2.2768 -0.01 0.02 -0.09 0.00
F -3.9425 -0.9383 -0.5560 -0.08 0.07 -0.01 0.00
F -3.6723 -2.7819 -1.6440 -0.02 -0.04 -0.07 0.00
F 1.8650 -0.3181 -2.1627 0.17 0.33 0.25 0.00
P 3.2896 2.6873 -1.2353 -0.46 -0.43 0.66 0.00
F 3.9361 1.4311 -1.8234 -0.09 -0.11 -0.19 0.00
F 2.0861 3.4586 -1.7846 -0.13 -0.06 -0.19 0.00
F 2.1101 1.6094 -0.5459 0.69 0.59 -0.24 0.00
F 3.7005 3.0159 0.1981 0.10 0.11 0.10 0.00
F 4.2978 3.6264 -1.9131 0.18 0.14 -0.02 0.00

=====

Entry 2:
99
Properties=species:S:1:pos:R:3:forces:R:3:mulliken_charge:R:1 method="wB97M-V/def2-TZVPD" e_tot_ev=-471322.903 e_lumo_ha=0.26715 gap_ha=0.25442 max_force_ev_per_a=8.06 total_charge=-5
C 1.5666 -0.5923 -1.3372 0.63 -0.24 1.26 -1.02
C 0.8909 -0.1285 -0.0557 -3.09 1.73 -1.13 0.20
O 0.2561 0.9363 0.0769 2.24 -3.06 0.32 -0.39
N 0.7293 -1.2358 1.0307 -0.23 2.13 0.53 1.54
H 0.1360 -1.9814 0.6958 -1.15 -0.49 -0.51 -0.05
H 1.6069 -1.7351 1.0550 1.07 -0.25 0.66 -0.33
C 0.2827 -0.6868 2.4416 0.81 -0.39 -1.70 -1.04
H 0.9118 -1.1910 -1.9704 -0.55 0.10 0.21 0.23
H 2.3450 -1.3066 -1.0690 0.28 0.15 -0.11 0.24
H 1.9826 0.2226 -1.9297 -0.19 0.09 0.34 0.52
H 0.3694 -1.4802 3.1840 0.29 -0.03 -0.35 0.34
H -0.7508 -0.3426 2.4030 0.19 -0.02 -0.36 0.45
H 0.9911 0.1310 2.5742 -0.23 -0.06 0.51 0.42
C -1.4448 3.5617 -2.8934 0.53 -0.01 0.16 -0.90
C -1.5621 4.3924 -1.6509 -2.94 2.77 -0.40 0.70
O -2.1573 5.4867 -1.6604 2.43 -3.48 0.68 -0.53
N -1.1784 3.7546 -0.3081 -0.76 -0.26 -2.48 0.95
H -0.4419 3.0678 -0.3860 0.35 -1.12 -0.45 0.35
H -0.7855 4.4035 0.3588 0.30 1.36 0.66 0.15
C -2.4122 3.1809 0.3358 0.77 1.05 0.69 -0.72
H -0.5906 3.9495 -3.4484 0.69 -0.48 0.28 0.34
H -2.2096 3.7627 -3.6436 -0.59 0.09 0.70 0.37
H -1.3920 2.4960 -2.6707 0.35 -0.10 -0.25 0.12
H -2.9957 4.0878 0.4940 -0.62 -0.41 -0.15 0.42
H -2.0237 2.9148 1.3188 -0.54 -0.80 -0.10 0.04
H -2.8704 2.3900 -0.2581 0.15 0.01 0.24 0.29
C -1.9310 -0.5285 5.5995 0.65 0.10 -1.03 0.63
F -1.8012 -1.6898 4.9416 -0.60 0.85 0.70 -0.16
F -2.0238 -0.7642 6.9224 0.25 0.24 -0.77 -0.23
F -0.7872 0.1818 5.3094 -1.22 -0.51 0.85 -0.21
S -3.3783 0.5655 4.9886 0.39 -1.48 -1.11 0.89
O -3.2900 1.7966 5.7248 0.15 -0.34 0.44 -0.63
O -3.1929 0.6998 3.5428 -0.26 -0.66 1.80 -0.44
N -4.6671 -0.4743 5.4631 1.00 3.00 -1.19 -0.43
S -5.9332 0.4315 5.0023 -2.68 0.36 1.69 0.99
O -6.1774 1.6921 5.7680 0.45 -2.43 -1.17 -0.66
O -6.1756 0.5011 3.5862 0.06 0.04 0.00 -0.63
C -7.3886 -0.7726 5.6472 2.94 2.66 -1.12 0.61
F -7.1548 -1.0016 6.8991 0.51 -1.22 2.31 -0.25
F -8.5456 -0.1930 5.5933 -2.24 1.73 -0.35 -0.25
F -7.4974 -1.8458 4.9442 0.37 -2.28 -0.91 -0.23
C -0.6139 3.3973 3.9579 1.98 0.94 0.02 0.55
F -0.8788 2.2469 3.3610 0.24 0.53 0.78 0.21
F -1.6750 4.1442 4.0408 -0.97 0.13 0.28 -0.24
F -0.0387 3.2703 5.1985 -0.98 -0.42 -1.72 -0.25
S 0.7206 4.3470 2.8925 4.15 -3.86 0.89 0.80
O 1.5651 5.1249 3.8284 -2.49 -0.35 -1.68 -0.65
O 1.4960 3.2041 2.3218 -2.53 2.62 0.16 -0.56
N -0.1272 5.2147 1.7073 1.49 -4.06 1.05 -0.70
S -0.0291 6.6537 2.1346 -1.59 5.99 0.37 0.95
O -0.8353 6.9729 3.2873 0.12 -0.14 0.07 -0.66
O 1.2327 7.3236 2.0204 0.33 -0.24 -0.20 -0.67
C -1.0144 7.4765 0.7318 1.26 1.50 2.22 0.61
F -0.2647 7.5822 -0.3471 -0.07 -0.48 -1.09 -0.25
F -2.1812 6.9622 0.5362 -1.25 -1.22 -0.74 -0.20
F -1.2847 8.7685 1.1086 0.45 -0.16 0.16 -0.28
C 3.0004 -2.5423 -10.0069 3.23 -0.70 3.23 0.63
F 2.1840 -3.3466 -10.5969 -1.50 -0.24 -1.12 -0.21
F 4.1731 -2.5383 -10.7006 -0.45 0.14 -0.25 -0.26
F 2.6155 -1.2967 -9.8871 -0.95 0.35 -0.56 -0.22
S 3.4326 -3.3374 -8.2312 -0.93 -0.61 1.35 1.00
O 2.2672 -4.1221 -7.7477 1.41 2.35 -2.08 -0.59
O 4.5789 -4.1700 -8.4580 0.61 0.44 -0.92 -0.67
N 3.8823 -1.9225 -7.2965 -0.36 -2.28 -4.38 -0.56
S 3.2036 -2.3342 -5.9852 -3.64 -0.41 7.18 1.21
O 1.7839 -1.9149 -5.7936 2.97 -0.19 -0.96 -0.65
O 3.5122 -3.6726 -5.4728 0.28 1.82 -1.00 -0.60
C 4.2003 -1.2094 -4.7539 -2.24 -1.90 0.89 0.45
F 3.5196 -1.2136 -3.5405 1.09 0.36 -1.96 -0.10
F 5.3942 -1.7274 -4.5577 0.63 -0.03 0.16 -0.24
F 4.3385 0.0329 -5.1661 0.05 1.11 -0.19 -0.26
As 2.3681 -4.7677 -2.0131 -0.22 -0.83 -0.68 2.03
F 1.0058 -5.9199 -1.6237 1.64 1.30 -0.60 -0.53
F 1.7532 -3.5137 -0.9584 -0.18 -0.47 -0.11 -0.40
F 3.7118 -3.6731 -2.4056 -0.89 -0.52 0.28 -0.48
F 3.1750 -5.9488 -3.0608 -0.81 0.24 0.28 -0.56
F 1.3435 -4.1479 -3.4017 1.45 -0.73 1.90 -0.50
F 3.3315 -5.4775 -0.6621 -0.90 0.73 -1.03 -0.53
As 0.0211 -4.9465 2.3819 2.12 -0.38 -2.13 2.12
F 0.7151 -6.0425 3.6115 -0.77 0.59 -0.75 -0.53
F -1.4033 -5.9273 2.0487 0.73 0.13 0.78 -0.52
F -0.6116 -3.8508 1.1147 0.47 -0.25 1.14 -0.60
F 1.4372 -3.8312 2.5577 -1.64 -1.03 0.08 -0.50
F 0.9719 -5.8978 1.0754 -1.69 1.48 2.45 -0.56
F -0.8184 -4.0826 3.7003 0.45 -0.52 -1.04 -0.53
As 4.5764 -1.2773 1.9097 1.62 1.69 0.17 1.96
F 3.7155 -0.7050 3.3597 0.73 -0.53 -0.53 -0.50
F 5.5056 -2.4479 2.8897 -0.74 0.62 -0.84 -0.53
F 5.3084 -1.7799 0.3518 -0.42 0.90 1.71 -0.50
F 3.6388 0.1091 1.1141 1.03 -1.67 0.27 -0.52
F 5.9857 -0.1503 2.2663 -1.57 -0.82 -0.66 -0.55
F 3.3590 -2.4285 1.6132 -0.50 0.10 -0.09 -0.47
As -2.4277 -1.0185 -2.4125 2.83 -2.88 -1.46 2.03
F -3.3448 0.0182 -1.3134 0.48 -0.32 -0.85 -0.51
F -3.2188 -0.3564 -3.9146 0.21 -0.45 1.74 -0.57
F -1.3665 -2.1040 -3.5073 -1.91 1.60 1.51 -0.56
F -1.4598 -1.7131 -1.0050 -1.34 1.20 -1.31 -0.56
F -3.5673 -2.3227 -2.2708 0.01 0.87 -0.04 -0.47
F -1.1726 0.1728 -2.6509 -0.48 0.60 0.49 -0.45

=====

Entry 3:
33
Properties=species:S:1:pos:R:3:forces:R:3:mulliken_spin:R:1 method="wB97M-V/def2-TZVPD" relative_energy_kj_mol=0.00 e_tot_ev=-55452.411 e_lumo_ha="0.09340 / 0.08041" gap_ha="0.19389 / 0.26749" s2=2.017 spin_multiplicity=3 max_force_ev_per_a=5.40 total_charge=-1
Au -0.1788 1.9051 -0.3692 -0.01 -0.21 -0.13 0.23
Cl -1.9782 3.3556 -1.0641 0.05 -0.35 -0.09 0.09
Cl 1.7607 2.1144 1.0403 -0.21 -0.29 -0.22 0.07
C 1.1744 -0.7185 -0.9651 4.15 -1.13 3.27 0.99
H 2.1670 -0.3297 -1.1586 0.02 0.22 0.19 -0.07
H 0.8893 -0.9876 0.0615 0.45 0.65 -0.67 -0.01
C -0.7953 -0.1223 -1.5615 -0.82 -1.46 -1.24 0.71
C 0.4184 -1.2581 -1.9905 -2.24 1.50 -0.74 -0.06
H -1.4204 -0.6799 -0.8536 0.16 0.58 0.08 -0.02
C 1.0045 -0.9876 -3.3732 -0.14 0.46 -0.22 0.03
H 0.0328 -2.2861 -1.8173 -0.14 0.57 -0.17 0.01
C 0.8405 0.5086 -3.7104 0.10 -0.12 -0.30 0.01
H 2.0837 -1.2197 -3.4314 -0.36 -0.17 0.34 -0.03
H 0.5154 -1.5951 -4.1410 -0.09 0.05 -0.05 0.01
C -0.6278 0.8901 -3.8833 -0.01 0.29 -0.16 0.01
H 1.3037 1.1230 -2.9234 -0.11 -0.24 -0.13 0.00
H 1.3754 0.7184 -4.6458 0.01 0.08 0.15 0.00
C -1.5310 0.2942 -2.7825 -0.56 0.46 -0.88 0.00
H -0.7482 1.9841 -3.9085 0.17 -0.24 0.17 -0.01
H -0.9593 0.5438 -4.8746 -0.04 -0.03 0.21 0.00
H -2.3220 1.0200 -2.5704 0.02 -0.16 0.15 0.01
H -2.0210 -0.5889 -3.2161 -0.09 -0.16 0.10 0.03
Cl -3.9917 -2.6160 2.9662 -0.55 0.08 0.25 0.00
C -2.4222 -2.8949 2.3491 1.25 -0.11 -0.47 0.00
C -1.7421 -4.0859 2.6412 -0.12 0.59 -0.23 0.00
C -0.4623 -4.2617 2.1254 0.19 0.74 -0.50 0.01
C 0.0839 -3.2478 1.3142 -1.15 -0.33 0.66 0.01
N -0.6005 -2.1382 1.0320 0.35 -0.05 0.16 0.00
C -1.8000 -1.9203 1.5441 -0.35 -0.93 0.53 0.00
H -2.2235 -4.8278 3.2672 0.08 0.00 -0.05 0.00
H 0.1306 -5.1446 2.3170 -0.13 -0.11 0.13 0.00
H 1.0840 -3.3426 0.9037 -0.08 0.12 -0.11 -0.01
H -2.2993 -0.9717 1.3283 0.17 -0.27 -0.03 0.00

=====

Entry 4:
38
Properties=species:S:1:pos:R:3:forces:R:3:mulliken_spin:R:1 method="wB97M-V/def2-TZVPD" relative_energy_kj_mol=95.15 e_tot_ev=-295993.424 e_lumo_ha="-0.16404 / -0.20066" gap_ha="0.25914 / 0.20496" s2=0.757 spin_multiplicity=2 max_force_ev_per_a=0.99 total_charge=+1
Ir -1.2372 -0.2855 0.0071 -0.83 -0.03 0.53 0.45
Br -2.6207 0.1044 -2.8160 0.07 0.08 -0.11 0.00
C -3.3091 -1.6765 -2.5752 0.07 0.00 -0.05 0.00
Br -1.9290 -2.7707 -1.7959 0.13 -0.06 -0.04 0.00
H -3.5787 -2.0845 -3.5404 0.03 0.00 -0.01 0.00
H -4.1298 -1.6262 -1.8746 -0.02 0.00 0.02 0.00
O 2.5829 -0.6845 -3.5923 0.02 0.00 -0.02 0.00
C 3.3417 -0.1315 -2.5343 -0.09 -0.07 -0.14 0.02
C 2.4050 0.0813 -1.3291 -0.23 0.03 0.23 0.05
C 3.3200 0.6760 -0.2552 0.06 0.01 -0.01 -0.03
O 2.6579 0.9558 0.9702 -0.09 -0.05 -0.10 -0.01
C 1.2933 1.0306 -1.8105 0.02 -0.04 -0.11 -0.01
Se -0.0061 1.6349 -0.4901 0.16 0.05 0.01 0.25
C 1.8345 -1.3038 -0.9770 0.02 -0.04 -0.12 -0.01
Se 0.7047 -1.4346 0.6057 0.17 0.03 0.03 0.25
H 3.1492 -0.8259 -4.3569 0.00 0.00 0.00 0.00
H 3.7775 0.8318 -2.8214 0.00 0.00 -0.01 0.00
H 4.1561 -0.8022 -2.2389 0.00 -0.01 0.00 0.00
H 3.7531 1.5978 -0.6601 0.04 -0.02 -0.01 0.00
H 4.1341 -0.0365 -0.0802 0.03 0.02 -0.02 0.00
H 3.3086 1.3229 1.5772 -0.02 0.00 0.02 0.01
H 0.7315 0.5493 -2.6094 0.06 0.01 -0.06 0.00
H 1.7308 1.9416 -2.2254 -0.02 0.04 0.08 0.00
H 2.6479 -2.0142 -0.8121 -0.01 0.02 0.09 0.00
H 1.2475 -1.6738 -1.8161 0.07 -0.01 -0.05 0.00
O -4.9544 -0.6033 1.5453 0.00 0.02 0.05 0.00
C -3.7971 -0.4191 1.3048 0.09 0.01 -0.02 -0.01
O -3.2059 -0.6937 0.1538 -0.09 -0.12 -0.29 0.01
C -2.8408 0.1644 2.3100 -0.05 -0.02 -0.04 0.01
C -3.2089 0.5320 3.5830 -0.03 -0.01 -0.02 0.00
C -2.2471 1.0600 4.4314 -0.01 0.00 0.01 0.00
C -0.9470 1.2014 3.9737 -0.02 0.00 0.02 0.00
C -0.6309 0.8160 2.6849 -0.10 -0.04 -0.04 0.01
N -1.5761 0.3061 1.8754 0.56 0.21 0.20 -0.01
H -4.2416 0.3928 3.8714 0.00 0.00 0.01 0.00
H -2.5094 1.3570 5.4376 0.00 0.00 0.00 0.00
H -0.1718 1.6085 4.6065 0.01 0.00 -0.01 0.00
H 0.3651 0.9021 2.2729 0.01 0.00 -0.01 0.00

=====

Entry 5:
43
Properties=species:S:1:pos:R:3:forces:R:3:mulliken_spin:R:1 method="wB97M-V/def2-TZVPD" e_tot_ev=-180829.277 e_lumo_ha="-0.07702 / -0.23790" gap_ha="0.35174 / 0.18092" s2=3.766 spin_multiplicity=4 max_force_ev_per_a=4.57 total_charge=+1
Pd 1.2739 1.5141 -0.1832 0.95 -0.36 -0.61 1.34
Br 1.0092 4.0659 0.1626 0.23 -0.79 0.02 0.96
Br 4.0182 1.1347 -0.0483 -1.03 0.30 -0.05 0.56
C -0.6779 -3.8024 -0.4826 -0.35 -2.14 -2.65 0.00
C -0.2039 -3.6212 0.8393 0.42 1.64 3.54 0.00
O 0.7391 -2.5213 0.6491 0.16 0.24 -0.40 0.00
C 0.3858 -1.8741 -0.4892 1.17 2.34 -0.66 0.01
O 0.8650 -0.8089 -0.9189 -1.14 -2.80 1.35 0.02
O -0.5696 -2.5600 -1.1366 -0.05 1.31 0.19 0.00
H -1.6826 -4.2206 -0.5430 0.17 0.11 -0.33 0.00
H 0.0860 -4.4111 -0.9663 -0.50 -0.66 -0.46 0.00
H 0.2099 -4.4896 1.3518 0.63 0.11 -0.54 0.00
H -0.9446 -3.2589 1.5523 -0.27 0.31 -0.08 0.00
C 2.2235 2.6772 -6.0055 -0.63 -0.81 -0.25 0.00
C 2.6079 1.2394 -5.7215 1.29 0.56 -1.52 0.00
O 1.8966 0.9355 -4.5406 0.52 -0.27 1.06 0.00
C 1.8496 2.0921 -3.7899 -1.03 -1.88 1.23 0.01
O 1.6955 2.0637 -2.5429 0.37 1.02 -4.44 0.02
O 1.8752 3.0912 -4.6874 0.29 1.75 2.40 0.00
H 1.3383 2.7578 -6.6364 -0.15 0.03 0.16 0.00
H 3.0050 3.2801 -6.4681 0.07 0.07 0.56 0.00
H 3.6900 1.1978 -5.5972 0.12 -0.07 0.81 0.00
H 2.4964 0.6110 -6.6051 -1.05 -0.45 0.52 0.00
C 1.1341 -0.3431 5.0532 0.85 0.27 0.89 0.00
C -0.2124 -0.8383 4.6641 0.46 0.13 1.13 0.00
O -0.1323 -0.7902 3.2562 0.78 0.79 -1.86 0.00
C 0.9033 0.0848 2.8955 0.11 -0.30 -3.13 0.02
O 1.3043 0.3599 1.7364 -2.25 -0.97 3.68 0.03
O 1.4877 0.5452 3.9553 0.43 -0.01 1.34 0.00
H 1.8729 -1.1428 5.1058 0.13 0.10 -0.23 0.00
H 1.1166 0.1593 6.0204 0.24 0.38 -0.35 0.00
H -0.9531 -0.1757 5.1115 -0.47 0.00 -0.63 0.00
H -0.3220 -1.8346 5.0925 -0.39 -0.16 -0.65 0.00
C -4.1904 1.4286 1.0035 -0.80 -0.77 0.26 0.00
C -3.5946 0.1843 1.6687 0.65 0.11 0.73 0.00
O -2.1976 0.2547 1.2424 -0.06 -0.06 -0.35 0.00
C -2.0985 1.0741 0.1719 2.35 -0.27 0.02 0.00
O -1.0450 1.2289 -0.4820 -3.46 -0.06 1.63 0.03
O -3.2581 1.6762 -0.0033 1.19 1.28 -2.22 0.00
H -4.2770 2.2997 1.6530 0.22 -0.10 0.13 0.00
H -5.1450 1.2949 0.4947 -0.02 -0.25 0.28 0.00
H -3.9782 -0.8029 1.4109 -0.19 0.27 -0.45 0.00
H -3.6014 0.2447 2.7570 0.05 0.10 -0.08 0.00